{
  "formula": "C35H67FO10",
  "method": "ωB97M-V/def2-TZVPD",
  "elements": ["C", "C", "O", "C", "C", "O", "C", "C", "C", "C", "C", "C", "C", "C", "C", "O", "C", "C", "O", "O", "C", "O", "C", "C", "C", "F", "H", "H", "H", "H", "H", "H", "H", "H", "H", "H", "H", "H", "H", "H", "H", "H", "H", "H", "H", "H", "H", "H", "H", "H", "H", "H", "H", "H", "H", "H", "H", "H", "H", "H", "H", "C", "C", "C", "O", "C", "H", "H", "H", "H", "H", "H", "H", "H", "C", "C", "C", "O", "C", "H", "H", "H", "H", "H", "H", "H", "H", "C", "C", "C", "O", "C", "H", "H", "H", "H", "H", "H", "H", "H", "C", "C", "C", "O", "C", "H", "H", "H", "H", "H", "H", "H", "H"],
  "positions_angstrom": [[1.5810, 3.4954, -1.7119], [2.5607, 2.4458, -1.1771], [2.3270, 2.0856, 0.1808], [1.1321, 1.3727, 0.3993], [1.3548, 0.3251, 1.4739], [2.1640, -0.7855, 1.1241], [1.5988, -1.6743, 0.2104], [0.5025, -2.5675, 0.7961], [-0.7280, -2.7034, -0.1146], [-1.9494, -1.8931, 0.3549], [-2.7320, -1.2395, -0.7883], [-3.2393, -2.2242, -1.8385], [-4.1394, -1.5621, -2.8858], [-5.5160, -1.1190, -2.3890], [-6.3686, -2.2548, -1.8368], [-6.4290, -2.1507, -0.3978], [-6.4444, -3.3396, 0.2637], [-5.4324, -3.4184, 1.3690], [-7.2059, -4.2324, -0.0279], [2.6608, -2.5292, -0.2126], [3.6139, -1.9745, -0.9874], [3.5030, -0.8916, -1.5203], [4.7966, -2.8873, -1.1547], [5.1733, -3.1474, -2.6312], [4.1048, -2.7853, -3.6456], [4.3120, -3.5511, -4.8049], [0.7330, 3.6355, -1.0417], [1.1721, 3.1849, -2.6757], [2.0633, 4.4604, -1.8618], [2.5484, 1.5346, -1.7746], [3.5718, 2.8505, -1.1969], [0.7508, 0.9485, -0.5355], [0.3525, 2.0488, 0.7771], [0.3799, 0.0039, 1.8628], [1.8825, 0.8142, 2.2930], [1.2167, -1.1569, -0.6754], [0.9440, -3.5527, 0.9555], [0.2254, -2.1952, 1.7820], [-0.4645, -2.4277, -1.1399], [-1.0088, -3.7574, -0.1644], [-1.6230, -1.1019, 1.0350], [-2.6163, -2.5516, 0.9166], [-2.0699, -0.5187, -1.2808], [-3.5751, -0.6849, -0.3678], [-3.7731, -3.0494, -1.3569], [-2.3819, -2.6327, -2.3783], [-4.2926, -2.2435, -3.7272], [-3.6217, -0.6858, -3.2865], [-5.4342, -0.3386, -1.6307], [-6.0527, -0.6702, -3.2275], [-5.9585, -3.2286, -2.1123], [-7.3817, -2.2151, -2.2386], [-5.9211, -3.5711, 2.3294], [-4.7512, -4.2413, 1.1653], [-4.8761, -2.4848, 1.4253], [4.5917, -3.8258, -0.6433], [5.6158, -2.4097, -0.6156], [5.3613, -4.2154, -2.7518], [6.1099, -2.6462, -2.8743], [4.1532, -1.7408, -3.9479], [3.1016, -3.0229, -3.2894], [-9.5117, 0.7870, 0.1787], [-8.7440, -0.0260, 1.2189], [-7.4065, 0.7000, 1.2431], [-7.6865, 2.0717, 0.9500], [-9.0275, 2.2005, 0.4770], [-10.5934, 0.6884, 0.2557], [-9.2118, 0.4876, -0.8282], [-9.2354, 0.0481, 2.1918], [-8.6426, -1.0797, 0.9641], [-6.7339, 0.3028, 0.4771], [-6.9043, 0.6404, 2.2100], [-9.6373, 2.6714, 1.2561], [-9.0300, 2.8481, -0.4005], [8.5600, 3.3894, -1.6240], [7.9551, 2.1139, -1.0401], [6.7984, 2.6701, -0.2202], [6.3595, 3.8519, -0.8976], [7.3135, 4.2197, -1.8946], [9.1574, 3.2249, -2.5195], [9.1871, 3.8841, -0.8796], [7.5775, 1.4735, -1.8406], [8.6530, 1.5330, -0.4389], [7.1216, 2.9472, 0.7887], [5.9608, 1.9760, -0.1394], [6.8942, 4.0004, -2.8832], [7.4994, 5.2926, -1.8264], [-4.0567, -7.4865, 4.1670], [-4.1444, -6.6672, 5.4535], [-3.3997, -5.3980, 5.0608], [-3.6276, -5.2172, 3.6606], [-4.2039, -6.4035, 3.1079], [-4.8198, -8.2585, 4.0854], [-3.0775, -7.9634, 4.0888], [-5.1872, -6.4390, 5.6839], [-3.7047, -7.1605, 6.3186], [-2.3231, -5.4994, 5.2340], [-3.7524, -4.5131, 5.5914], [-5.2590, -6.2109, 2.8851], [-3.6927, -6.6460, 2.1752], [6.2297, 8.7589, 0.3946], [7.2701, 9.4937, -0.4489], [8.5695, 8.9103, 0.0919], [8.2713, 7.5729, 0.4926], [6.8543, 7.3750, 0.5112], [5.2384, 8.7342, -0.0549], [6.1472, 9.2234, 1.3796], [7.1494, 9.2365, -1.5034], [7.2255, 10.5777, -0.3554], [8.9235, 9.4725, 0.9631], [9.3688, 8.8861, -0.6499], [6.5758, 6.7413, -0.3364], [6.5802, 6.8571, 1.4303]],
  "forces_ev_per_angstrom": [[-0.10, -0.12, -0.28], [0.02, 0.15, 0.25], [0.08, -0.02, -0.04], [0.08, 0.11, 0.01], [-0.04, 0.16, 0.14], [0.06, 0.07, -0.01], [-0.34, 0.00, -0.13], [0.13, -0.33, -0.16], [-0.16, -0.17, 0.22], [0.03, 0.09, -0.33], [0.05, -0.19, 0.13], [-0.06, 0.34, -0.21], [-0.05, 0.08, 0.10], [-0.08, 0.00, -0.08], [-0.51, 0.12, -0.22], [0.83, -0.28, -0.03], [-0.81, -0.53, -0.08], [-0.11, 0.64, 0.13], [0.62, 0.44, -0.01], [0.10, 0.06, 0.28], [-0.23, 0.72, -0.54], [0.08, -0.60, 0.37], [-0.06, -0.16, -0.02], [0.18, -0.07, 0.15], [0.13, -0.09, -0.30], [0.01, 0.10, 0.16], [0.05, 0.00, 0.07], [0.01, 0.05, 0.00], [-0.02, 0.02, 0.12], [-0.02, -0.08, -0.14], [0.05, -0.11, 0.03], [0.05, -0.12, -0.03], [-0.03, -0.03, -0.01], [0.00, -0.11, -0.07], [0.01, -0.06, 0.01], [0.12, 0.19, 0.04], [0.07, 0.07, 0.08], [-0.05, 0.05, 0.00], [0.08, 0.08, 0.01], [-0.01, 0.02, -0.08], [-0.03, -0.02, 0.06], [0.04, 0.07, 0.12], [-0.10, 0.10, -0.02], [0.03, 0.06, -0.01], [0.09, -0.09, 0.02], [-0.03, -0.25, 0.14], [0.07, -0.05, 0.01], [0.03, -0.02, -0.06], [-0.01, -0.02, 0.04], [0.04, 0.05, -0.01], [-0.01, -0.02, 0.08], [-0.04, 0.01, 0.09], [0.00, -0.26, -0.02], [-0.03, -0.08, 0.09], [0.08, -0.08, 0.00], [-0.06, 0.03, 0.01], [0.06, 0.01, -0.07], [-0.01, 0.01, 0.02], [-0.07, 0.07, -0.09], [-0.11, 0.00, 0.10], [-0.03, 0.01, 0.02], [0.02, -0.01, -0.03], [-0.03, 0.01, 0.04], [0.04, 0.00, -0.06], [-0.01, 0.00, 0.01], [0.00, -0.02, 0.03], [-0.01, 0.00, 0.01], [0.00, 0.00, 0.00], [0.00, 0.01, 0.00], [0.01, 0.00, -0.03], [0.00, -0.04, 0.03], [0.01, 0.03, 0.01], [-0.02, -0.01, -0.01], [0.02, 0.02, 0.00], [0.02, -0.01, 0.07], [-0.01, 0.00, -0.05], [-0.01, 0.03, 0.04], [-0.02, -0.03, -0.02], [-0.03, 0.02, -0.04], [-0.01, -0.02, -0.01], [-0.01, 0.01, 0.00], [-0.01, 0.00, 0.00], [0.01, 0.01, 0.01], [0.02, -0.04, 0.01], [-0.04, 0.03, 0.01], [0.04, 0.00, -0.01], [-0.01, 0.01, 0.00], [0.06, 0.01, 0.03], [-0.04, 0.00, -0.01], [0.04, -0.01, -0.01], [0.01, -0.01, -0.02], [-0.09, 0.03, 0.01], [-0.02, 0.01, 0.01], [0.00, 0.00, 0.00], [0.00, 0.00, 0.00], [0.01, -0.01, 0.00], [-0.01, -0.01, 0.02], [0.00, 0.02, -0.02], [-0.01, -0.05, -0.03], [0.02, 0.03, -0.01], [0.04, 0.03, 0.04], [-0.02, -0.02, -0.03], [-0.02, 0.00, 0.04], [0.01, -0.01, 0.00], [-0.01, -0.01, -0.08], [0.00, 0.00, -0.02], [0.00, 0.00, 0.00], [0.00, 0.00, 0.00], [0.00, 0.01, 0.01], [0.00, 0.02, -0.01], [0.01, -0.02, 0.01], [-0.07, -0.02, 0.04], [0.04, -0.03, 0.00]],
  "e_lumo_ev": 0.64,
  "homo_ev": -9.33,
  "charge": 0,
  "orbital_gap_ev": 10.0
}

---

{
  "formula": "C35H68BrNO9",
  "method": "ωB97M-V/def2-TZVPD",
  "elements": ["C", "C", "C", "C", "C", "C", "C", "C", "C", "C", "C", "C", "C", "C", "C", "C", "Br", "C", "O", "C", "O", "C", "C", "C", "C", "N", "C", "O", "H", "H", "H", "H", "H", "H", "H", "H", "H", "H", "H", "H", "H", "H", "H", "H", "H", "H", "H", "H", "H", "H", "H", "H", "H", "H", "H", "H", "H", "H", "H", "H", "H", "H", "H", "H", "H", "H", "C", "O", "C", "C", "O", "C", "H", "H", "H", "H", "H", "H", "H", "H", "H", "H", "C", "O", "C", "C", "O", "C", "H", "H", "H", "H", "H", "H", "H", "H", "H", "H", "C", "O", "C", "C", "O", "C", "H", "H", "H", "H", "H", "H", "H", "H", "H", "H"],
  "positions_angstrom": [[1.6077, 7.8486, 3.7041], [0.1500, 7.8237, 4.1980], [-0.6212, 6.5503, 3.8270], [-1.3340, 6.6183, 2.4633], [-2.7218, 5.9734, 2.4479], [-2.7598, 4.5203, 2.9654], [-3.0919, 3.4545, 1.9024], [-2.1102, 2.2810, 1.8789], [-2.6531, 1.0436, 1.1577], [-2.0518, -0.3011, 1.6124], [-1.4519, -1.1244, 0.4703], [-0.1315, -0.7327, -0.1674], [0.2274, -1.1874, -1.3785], [-0.6528, -2.1273, -2.1713], [0.0910, -3.1161, -3.0645], [1.0694, -3.9978, -2.2972], [-1.2744, -4.2313, -3.9431], [1.5204, -0.7487, -2.0096], [1.6849, -0.8545, -3.2065], [2.5784, -0.2354, -1.1246], [3.8197, -0.0512, -1.6519], [4.6947, -1.1995, -1.6033], [5.1346, -1.5853, -3.0096], [6.4481, -0.9306, -3.4237], [2.2698, 0.1771, 0.1103], [3.1583, 0.7178, 0.9979], [0.8356, 0.1463, 0.5590], [0.5177, 0.8581, 1.4882], [1.8190, 7.0050, 3.0422], [2.3077, 7.7898, 4.5385], [1.8434, 8.7567, 3.1474], [-0.3834, 8.6905, 3.7970], [0.1411, 7.9374, 5.2843], [-1.3517, 6.3215, 4.6088], [0.0862, 5.7152, 3.8219], [-1.4364, 7.6690, 2.1747], [-0.7159, 6.1552, 1.6867], [-3.0975, 5.9876, 1.4207], [-3.4028, 6.6040, 3.0267], [-3.4827, 4.4468, 3.7802], [-1.7915, 4.2692, 3.4089], [-4.1047, 3.0692, 2.0544], [-3.0944, 3.9296, 0.9157], [-1.8270, 2.0153, 2.9035], [-1.1847, 2.6063, 1.3959], [-3.7381, 1.0139, 1.2952], [-2.4970, 1.1565, 0.0789], [-1.3245, -0.1327, 2.4040], [-2.8364, -0.9248, 2.0471], [-1.3453, -2.1656, 0.8010], [-2.1968, -1.1477, -0.3286], [-1.3704, -1.5559, -2.7669], [-1.2365, -2.7175, -1.4646], [0.5710, -2.6210, -3.8990], [1.4550, -3.4555, -1.4286], [1.9138, -4.2830, -2.9242], [0.5999, -4.9109, -1.9306], [4.1706, -2.0185, -1.1031], [5.5494, -0.9181, -0.9813], [4.3347, -1.2729, -3.6843], [5.2102, -2.6733, -3.0849], [7.2540, -1.1758, -2.7283], [6.3394, 0.1560, -3.4415], [6.7575, -1.2516, -4.4189], [2.7028, 1.2936, 1.6949], [3.9581, 1.1619, 0.5680], [-3.8240, -7.9736, -9.1748], [-2.6630, -7.4313, -8.5779], [-2.6432, -6.0147, -8.5484], [-3.0178, -5.4696, -7.1883], [-4.3608, -5.7674, -6.8462], [-4.4880, -6.8416, -5.9367], [-3.7857, -9.0516, -9.0283], [-4.7354, -7.5792, -8.7178], [-3.8490, -7.7645, -10.2501], [-3.3220, -5.6083, -9.3062], [-1.6277, -5.6894, -8.7928], [-2.9050, -4.3816, -7.1953], [-2.3362, -5.8718, -6.4306], [-4.0960, -6.5701, -4.9493], [-3.9659, -7.7351, -6.2905], [-5.5504, -7.0600, -5.8430], [3.8113, 10.4476, 8.8451], [2.5976, 11.1626, 8.9677], [1.8644, 11.2562, 7.7597], [0.7202, 10.2675, 7.7124], [1.1796, 8.9277, 7.6919], [1.0827, 8.2681, 8.9390], [4.2191, 10.3349, 9.8480], [3.6553, 9.4590, 8.4054], [4.5325, 10.9980, 8.2308], [2.5235, 11.0934, 6.8997], [1.4605, 12.2705, 7.6899], [0.1415, 10.4374, 6.7992], [0.0578, 10.4302, 8.5694], [0.0365, 8.0877, 9.2093], [1.5602, 8.8426, 9.7370], [1.5880, 7.3095, 8.8345], [-1.0325, -10.9381, -1.5666], [-1.0430, -10.4063, -2.8759], [-1.4822, -9.0606, -2.9424], [-0.3314, -8.0893, -3.0772], [0.4989, -8.0812, -1.9250], [1.6929, -8.8218, -2.0795], [-0.5653, -11.9198, -1.6231], [-0.4641, -10.3070, -0.8781], [-2.0510, -11.0545, -1.1796], [-2.0716, -8.8086, -2.0538], [-2.1306, -8.9627, -3.8184], [-0.7285, -7.0788, -3.1999], [0.2572, -8.3346, -3.9678], [2.3657, -8.3403, -2.7983], [1.4942, -9.8433, -2.4143], [2.1814, -8.8513, -1.1068]],
  "forces_ev_per_angstrom": [[0.00, -0.01, -0.07], [0.02, 0.03, 0.08], [0.04, 0.00, -0.08], [0.09, -0.01, -0.05], [-0.02, -0.04, -0.04], [0.08, -0.02, -0.03], [0.06, 0.05, -0.12], [0.01, 0.06, 0.02], [0.04, 0.02, -0.05], [0.07, 0.05, 0.03], [-0.01, -0.11, -0.04], [0.04, 0.15, 0.11], [-0.02, 0.01, -0.03], [-0.04, -0.01, 0.00], [0.01, -0.07, -0.04], [0.02, -0.02, -0.02], [-0.03, -0.03, -0.06], [0.00, -0.12, 0.38], [0.14, 0.06, -0.18], [-0.07, -0.16, -0.47], [0.17, 0.23, 0.22], [-0.14, -0.06, -0.05], [0.02, 0.03, -0.04], [-0.05, 0.09, -0.02], [-0.14, 0.07, 0.21], [-0.06, 0.32, -0.05], [0.00, 0.04, -0.12], [0.18, -0.15, 0.02], [-0.02, 0.03, -0.01], [0.00, -0.03, -0.02], [-0.01, 0.00, 0.03], [-0.05, -0.04, 0.06], [0.06, 0.03, -0.02], [-0.04, 0.09, -0.05], [-0.09, -0.04, 0.13], [-0.04, -0.03, -0.04], [0.03, 0.00, 0.05], [-0.06, 0.08, 0.04], [0.03, -0.05, 0.05], [0.04, -0.04, 0.02], [-0.03, 0.04, -0.01], [0.01, 0.05, 0.03], [-0.06, -0.08, -0.01], [-0.14, -0.02, -0.01], [-0.01, -0.01, 0.15], [0.02, -0.03, 0.00], [-0.04, 0.05, 0.01], [-0.02, -0.06, -0.03], [-0.03, 0.04, -0.02], [0.03, 0.04, 0.01], [-0.03, -0.07, 0.02], [0.05, 0.01, -0.03], [-0.06, 0.02, -0.01], [-0.05, 0.00, 0.12], [0.07, -0.01, -0.06], [-0.03, -0.03, 0.00], [-0.04, 0.06, 0.04], [-0.01, 0.02, -0.04], [0.00, -0.07, -0.02], [-0.01, -0.11, 0.00], [0.06, 0.02, 0.05], [-0.02, -0.03, 0.00], [0.04, -0.02, 0.00], [-0.02, 0.01, 0.00], [0.02, -0.09, 0.05], [0.03, -0.13, 0.02], [0.00, -0.01, 0.01], [0.01, -0.01, 0.03], [-0.02, -0.01, -0.04], [0.01, 0.01, 0.08], [-0.01, -0.03, -0.04], [-0.01, 0.01, 0.01], [0.00, 0.00, -0.01], [0.00, -0.01, 0.00], [0.00, 0.02, 0.00], [0.01, 0.00, 0.00], [0.00, 0.00, 0.00], [0.00, 0.00, 0.00], [0.02, 0.01, -0.02], [0.02, 0.00, 0.00], [-0.01, -0.01, 0.00], [0.00, 0.01, 0.01], [0.00, -0.01, 0.01], [-0.03, -0.02, 0.02], [0.05, 0.01, -0.03], [-0.05, -0.02, 0.01], [0.04, -0.03, -0.04], [0.00, 0.00, 0.00], [0.01, 0.01, 0.00], [0.00, 0.00, 0.00], [-0.01, 0.00, -0.01], [-0.01, 0.01, 0.00], [0.00, 0.00, 0.00], [0.00, 0.00, 0.00], [0.00, 0.00, -0.01], [0.00, 0.02, 0.00], [0.01, -0.01, 0.00], [-0.01, -0.01, 0.00], [0.01, 0.00, 0.00], [0.03, 0.00, -0.01], [-0.03, -0.02, 0.03], [0.06, 0.05, 0.02], [-0.01, -0.01, 0.01], [0.00, -0.01, 0.01], [-0.01, 0.00, 0.00], [0.00, -0.01, 0.00], [0.00, 0.02, 0.00], [-0.01, 0.00, -0.01], [0.00, 0.00, -0.01], [-0.03, 0.00, -0.04], [-0.01, 0.01, -0.01], [-0.01, 0.00, -0.01], [0.01, 0.00, 0.00], [0.01, 0.01, 0.00]],
  "e_lumo_ev": -1.09,
  "homo_ev": -8.86,
  "charge": 0,
  "orbital_gap_ev": 7.8
}